15
Properties=species:S:1:pos:R:3:forces:R:3:lowdin_charge:R:1 method="wB97M-V/def2-TZVPD" spin_multiplicity=1 relative_energy_kj_mol=119.6 charge=-1 homo_lumo_gap_ha=0.3137 lumo_energy_ev=4.3 max_force_ev_per_a=1.18
O -1.17344 -1.96485 -0.53091 0.134 -0.132 -0.019 -0.1498
C -0.16374 -2.54629 -0.06588 -0.380 0.450 0.203 -0.6693
O 0.63060 -2.13387 0.80636 0.172 -0.272 -0.150 -0.1486
H 0.02545 -3.56749 -0.47320 0.139 -0.228 -0.098 0.0795
C 0.88599 1.03840 -1.12767 0.106 -0.575 0.011 -0.1087
C -0.43527 1.29234 -0.43225 -0.735 0.684 0.623 -0.3268
C -0.32919 0.54173 1.77835 -0.726 0.704 -0.539 -0.0653
N -0.20768 1.53710 0.99809 0.740 -0.311 0.359 -0.0640
H 0.79009 1.06978 -2.21527 -0.021 0.136 0.019 0.0603
H 1.67376 1.71835 -0.79392 -0.178 0.161 -0.074 0.0607
H 1.20500 0.02565 -0.86253 0.015 0.054 0.006 0.0615
H -1.14085 0.47199 -0.57948 0.215 -0.243 -0.128 0.0820
H -0.92942 2.21476 -0.76211 0.206 -0.061 -0.404 0.0875
H -0.72822 -0.40924 1.42880 0.307 -0.183 0.177 0.0479
H -0.10309 0.71164 2.83161 0.006 -0.187 0.013 0.0533



15
Properties=species:S:1:pos:R:3:forces:R:3:lowdin_charge:R:1 method="wB97M-V/def2-TZVPD" spin_multiplicity=1 relative_energy_kj_mol=48.7 charge=-1 homo_lumo_gap_ha=0.2823 lumo_energy_ev=4.0 max_force_ev_per_a=1.21
C -0.83806 1.65742 -0.98956 -0.091 0.019 -0.443 -0.1333
C 0.21115 1.09623 -0.01053 -1.003 0.681 0.083 -0.2344
C -0.26680 -0.21367 0.65769 -0.325 0.231 -0.538 -0.2688
N 0.72422 -1.19724 0.92021 -0.197 0.696 0.360 0.0043
C 0.85076 -2.38565 0.11320 0.233 -0.067 0.736 -0.8161
O 1.93881 -2.98106 0.23503 0.141 -0.169 0.065 -0.1002
O -0.15350 -2.67200 -0.55673 -0.268 -0.074 -0.671 -0.0800
H -1.31919 2.56751 -0.65146 -0.207 0.167 0.346 0.0471
H -1.62983 0.95202 -1.25465 0.111 -0.111 0.154 0.0642
H -0.36710 1.94180 -1.92198 0.153 0.013 -0.374 0.0502
H 1.14501 1.01863 -0.55217 0.302 -0.439 0.206 0.0936
H 0.29812 1.88265 0.74659 0.577 -0.165 0.130 0.0822
H -0.97621 -0.67135 -0.02710 -0.005 -0.248 -0.073 0.0869
H -0.86953 0.08958 1.52545 0.153 -0.206 0.274 0.1046
H 1.25214 -1.08487 1.76600 0.425 -0.326 -0.257 0.0997



15
Properties=species:S:1:pos:R:3:forces:R:3:lowdin_charge:R:1 method="wB97M-V/def2-TZVPD" spin_multiplicity=3 relative_energy_kj_mol=66.7 charge=-1 homo_lumo_gap_ha="0.1670 / 0.2609" lumo_energy_ev="4.3 / 3.5" max_force_ev_per_a=4.52
C -0.70671 -0.91986 0.46465 0.008 1.654 0.967 -0.2586
C -0.45552 0.45774 0.39681 -0.803 2.846 -0.595 -0.1919
C -1.04075 -1.64571 1.71453 -1.225 2.342 -1.092 -0.1704
C -0.20190 1.12028 -0.85484 -3.043 -2.158 2.554 -0.5093
N 1.83444 0.39281 -0.87660 2.309 -1.103 -2.170 0.0092
O 2.41305 1.52262 -1.49876 -0.272 -0.386 -0.334 -0.2131
O 0.01464 2.32120 -1.11188 0.376 1.126 -0.316 -0.1455
H -0.66010 -1.35277 -0.47106 -0.048 -1.575 -1.740 0.0323
H -0.60375 1.20358 1.21197 0.373 -0.921 -0.038 0.0934
H -2.05557 -1.37117 2.08772 0.414 0.306 0.272 0.0598
H -0.27609 -1.31021 2.38445 0.317 -0.751 1.223 0.0538
H -1.18636 -2.63613 1.44639 0.591 -2.383 0.231 0.0235
H -0.45444 0.36392 -1.62141 0.522 0.186 -1.041 0.0920
H 1.73552 -0.31449 -1.71644 0.336 1.203 1.588 0.0766
H 1.64356 2.16819 -1.55551 0.143 -0.386 0.490 0.0482



15
Properties=species:S:1:pos:R:3:forces:R:3:lowdin_charge:R:1 method="wB97M-V/def2-TZVPD" spin_multiplicity=1 relative_energy_kj_mol=667.3 charge=+1 homo_lumo_gap_ha="0.2916 / 0.2915" lumo_energy_ev="-5.8 / -5.8" max_force_ev_per_a=4.50
C 1.16223 -0.22921 0.59562 -0.514 -0.198 -4.467 -0.0228
C -0.74529 -0.49543 0.60853 1.463 0.836 0.341 -0.2151
C -0.66017 0.27878 -0.57912 -0.750 2.465 3.127 -0.0362
C -0.44181 -0.19897 -1.90957 2.457 -1.073 0.452 -0.0407
N 1.57067 0.50839 1.60195 1.157 1.794 3.073 -0.0164
O 0.95307 1.35145 2.16388 0.141 0.167 -0.310 0.1290
O -1.01806 -0.06713 1.82920 -1.871 0.609 1.052 0.0486
H 1.78498 -1.10484 0.41045 -0.775 -0.547 0.141 0.1617
H 1.28751 0.39882 -0.31565 0.767 -0.013 0.574 0.1436
H -0.58798 -1.54511 0.72202 -0.565 -0.970 -0.975 0.1633
H -0.80310 1.43497 -0.39233 0.170 -2.323 -0.387 0.2024
H 0.18275 0.42510 -2.51122 0.085 0.724 -0.416 0.1105
H -1.32589 -0.42060 -2.37570 -2.514 -0.185 -1.378 0.0905
H 0.05890 -1.15410 -1.85363 0.217 -0.571 -0.067 0.1129
H -1.41783 0.81788 2.00558 0.532 -0.718 -0.760 0.1688



15
Properties=species:S:1:pos:R:3:forces:R:3:lowdin_charge:R:1 method="wB97M-V/def2-TZVPD" spin_multiplicity=1 relative_energy_kj_mol=770.5 charge=+1 homo_lumo_gap_ha="0.3359 / 0.1747" lumo_energy_ev="-5.2 / -7.3" max_force_ev_per_a=5.22
C 0.57209 0.03454 1.82485 -0.967 0.712 -1.845 0.0832
C -0.48436 0.61269 0.91293 0.901 -1.911 -0.169 -0.1199
C -0.08627 0.60355 -0.58073 -0.442 2.084 0.115 -0.1893
C 0.07731 -0.77917 -1.11058 -0.564 0.289 -0.518 -0.2620
N 1.43704 -0.98998 -1.28984 2.175 1.399 -0.420 0.0139
O 0.80576 0.49177 2.92414 1.558 -0.646 1.950 0.2345
O 1.86162 -2.20653 -1.10939 -4.954 -1.458 0.775 0.0931
H -1.30927 -0.17158 1.19626 0.588 2.036 -0.617 0.1921
H -0.45975 1.65233 1.20980 -1.198 0.333 0.514 0.1285
H -0.87947 1.15174 -1.21210 1.223 -0.562 1.378 0.1559
H 0.91467 1.10954 -0.71860 -1.249 -0.110 0.226 0.1402
H -0.36367 -1.46642 -0.45214 -0.863 -1.476 0.488 0.1128
H -0.46199 -0.64179 -2.03374 -0.011 -1.198 -0.920 0.1380
H 0.41352 1.24835 3.40737 -0.483 0.257 -0.439 0.2018
H 2.75889 -2.20293 -1.17613 4.286 0.249 -0.519 0.0771



16
Properties=species:S:1:pos:R:3:forces:R:3:lowdin_charge:R:1 method="wB97M-V/def2-TZVPD" spin_multiplicity=1 relative_energy_kj_mol=172.6 charge=-1 homo_lumo_gap_ha=0.2810 lumo_energy_ev=3.7 max_force_ev_per_a=1.92
C 0.81409 1.44275 0.47739 1.678 -0.219 -0.165 -0.0632
C 0.25519 0.11909 -0.08723 -0.725 0.359 1.736 -0.3613
C 0.47876 -1.06666 0.93190 0.524 0.631 -0.992 -0.2091
O 1.59750 -1.89732 0.62007 0.650 0.011 0.242 -0.0935
N -1.18315 0.20545 -0.23094 -0.707 -0.175 -1.634 0.0171
C -1.77421 0.02116 -1.58573 0.312 -0.210 0.008 -0.7789
O -0.96240 -0.16227 -2.51696 -0.027 -0.156 0.148 -0.0865
O -3.01788 0.06342 -1.61381 0.042 0.258 0.184 -0.0945
H 1.54566 1.86690 -0.22811 -0.263 0.016 0.062 0.0659
H 0.12107 2.24770 0.70376 -0.423 -0.249 0.040 0.0610
H 1.41729 1.22087 1.37122 -0.218 0.299 -0.010 0.0562
H 0.77488 -0.09523 -1.01545 -0.453 -0.237 -0.265 0.1217
H -0.44903 -1.63373 0.90826 0.041 -0.021 0.389 0.1069
H 0.72634 -0.60803 1.89804 -0.474 -0.413 0.107 0.0963
H 1.33290 -2.71742 0.20501 -0.344 0.112 -0.165 0.0687
H -1.67702 0.99332 0.16258 0.388 -0.006 0.314 0.0930